(1)
32
Properties=species:S:1:pos:R:3:nbo_charge:R:1 method="wB97M-V/def2-TZVPD" smiles="CC[C@H](C)[C@H](NC(=O)[C@H](C)N)C(=O)O" gap_ev=10.27 homo_energy_ev=-9.77
C 0.18409 -1.06778 -2.74412 -0.1447
C 0.58634 2.18457 0.96612 0.7843
H -1.67872 -1.77512 0.87960 0.1972
C -0.30535 0.09352 -1.81422 0.6897
C 0.45905 -0.80837 2.24299 -0.4123
C -0.75033 -2.34500 -2.72679 -0.6184
H 0.74788 -1.61968 1.49763 0.1904
H -1.23695 1.44711 0.29509 0.2629
C -1.91782 -0.84309 1.44060 -0.6245
H -0.46878 -2.88068 -3.68318 0.2062
H -1.85175 -2.06834 -2.81473 0.2373
O 0.65505 2.71878 2.07721 -0.5902
H 1.56695 -2.49383 -3.24292 0.3659
C -0.24011 0.88178 0.53336 -0.1570
H -0.28865 -0.69467 4.45641 0.2271
H 1.30078 -0.09544 2.51769 0.2244
H 1.41003 1.97838 -0.79585 0.5033
H -0.90001 0.84006 2.34631 0.2396
N 1.54874 -1.61767 -2.62194 -0.8535
H -2.63297 -0.25174 0.82901 0.2211
C -0.66558 -0.00259 1.64721 -0.2568
N 0.36031 0.21523 -0.57046 -0.6833
H -2.45878 -1.33273 2.25130 0.2324
C -0.02035 -1.41189 3.62742 -0.6201
H 0.89317 -0.61942 -0.32446 0.4192
H -0.61235 -3.12949 -1.90406 0.2223
H 0.89104 -1.92844 4.16665 0.2110
O -1.29271 0.72108 -2.07481 -0.5764
O 1.43332 2.59861 0.02802 -0.6696
H -0.79155 -2.19196 3.36710 0.2062
H 0.09529 -0.70204 -3.81896 0.1991
H 2.30710 -1.05947 -2.95464 0.3674


(2)
80
Properties=species:S:1:pos:R:3:mulliken_charge:R:1 method="wB97M-V/def2-TZVPD" gap_ev=7.49 homo_energy_ev=-8.20
C -2.07560 2.12726 -0.32492 0.9427
C -2.17238 1.43927 -2.79883 -0.0165
C 0.33224 2.59049 0.86141 1.4385
H 1.99627 5.03318 -0.81284 0.4700
C 1.18535 -1.71690 2.57823 -0.2592
H -2.17365 3.00877 1.61114 0.3850
C -2.63432 2.94311 0.63635 -0.4247
C -1.50109 0.51282 1.89788 0.8778
H -2.49800 0.82303 -4.80494 0.4123
C 0.90567 3.29768 -0.19710 -0.4997
N 2.69399 0.33883 -0.81864 0.3547
F 2.17702 -6.84562 -0.45937 -0.3096
P -0.66299 1.11761 0.38239 0.9536
C 3.22489 -3.84145 -3.02267 0.3821
H 0.16688 0.75087 3.23767 0.4399
C 4.39161 1.83293 -0.09213 0.1112
H -4.19351 4.30817 1.21082 0.4368
C -4.48104 3.51280 -0.74863 -0.8626
F 3.41423 -7.45126 -2.81920 -0.3165
O 2.43776 -2.21440 -1.52188 -0.5906
O -0.59522 -1.93352 -1.73386 -0.4545
C 1.08820 4.32314 2.36160 -0.8235
In 0.99778 -1.16501 -0.40059 2.1578
C 3.14526 -6.18152 -2.50020 0.7053
C 2.61553 -3.48178 -1.80998 0.0464
H -0.01469 2.61276 2.98815 0.4538
H -2.54446 -4.58069 2.96539 0.4626
H -4.77785 1.74590 -4.93502 0.3963
H -1.00988 -0.09520 5.19421 0.4349
I -0.16084 0.84617 -3.06981 0.2677
C 1.64924 5.01853 1.30453 -0.7119
H -2.96224 -4.34779 0.49148 0.6145
C 2.28390 -4.55465 -0.97622 0.1411
H 2.67493 -0.18798 -2.81010 0.7741
O -2.35753 -3.32150 -1.84493 -0.7487
O 1.54735 -1.81576 3.73543 -0.7411
C 4.87581 1.94125 -1.39308 -0.2164
F 3.56484 -2.86168 -3.87403 -0.3133
N -0.33015 -2.36708 0.83951 0.5759
C -4.20885 1.85676 -4.02208 -0.8310
C -3.95334 2.70778 -1.77801 0.8243
C 4.25370 1.21445 -2.39244 -1.2515
C -2.83105 -0.51450 4.13053 -0.7500
C -0.86140 0.43500 3.13269 -0.4867
C -4.69681 2.57082 -2.97276 -0.8658
C 3.29693 1.00956 0.15851 -0.1931
H 2.15399 5.96034 1.47330 0.3814
C 3.49206 -5.15206 -3.36001 0.0094
C -0.82328 -3.30256 2.93243 -0.7461
C -3.81111 3.66894 0.42635 -1.2376
H 2.92374 0.85191 1.16190 0.5491
H -5.66549 3.05097 -3.03418 0.3739
C -1.46420 -2.75341 -1.24483 0.0628
C -2.15739 -3.83027 0.99273 -0.6005
C -3.46377 -0.48104 2.89454 -0.7700
H -3.34867 -0.90446 4.99757 0.4205
H -0.57887 -3.39650 3.98037 0.6282
C -1.32760 -3.00579 0.25442 0.2847
C -2.80549 0.02334 1.78587 -0.6184
H -3.31923 0.04929 0.83241 0.4474
C -2.67972 2.06083 -1.61994 0.7341
H -5.42646 4.01375 -0.91709 0.3873
C 4.98330 2.58310 0.97229 -0.2456
C 0.42894 3.12063 2.14525 -0.2534
F 4.09076 -5.43482 -4.51889 -0.3028
O 1.71748 -0.96116 1.66868 -0.6404
C 3.16914 0.42278 -2.06636 -0.5160
C -0.03802 -2.50389 2.12136 0.6672
F 1.71191 -4.27009 0.20873 -0.2254
H 4.61019 1.23690 -3.41183 0.4630
C -1.90283 -3.96016 2.35301 -0.7055
C -1.52736 -0.06309 4.24407 -1.2278
N 5.44645 3.21759 1.81058 -0.5260
C 2.52694 -5.87401 -1.30256 -0.2169
H 5.73164 2.56887 -1.60062 0.5483
C -2.91627 1.31852 -3.93972 -0.8274
C 1.55547 4.50095 0.02125 -0.6925
H 0.82354 2.91906 -1.20883 0.0904
H 1.15138 4.71555 3.36843 0.4604
H -4.48363 -0.83061 2.79561 0.4513


(3)
19
Properties=species:S:1:pos:R:3:nbo_charge:R:1 method="wB97M-V/def2-TZVPD" spin_multiplicity=3 s_squared=2.00 gap_ev="6.07 / 7.17" homo_energy_ev="-5.26 / -10.43"
H 2.77958 0.56373 -0.06250 0.2102
H 1.03467 2.65276 -0.24481 0.2562
O -1.48599 1.83827 0.82048 -1.0669
H -1.70815 -2.52565 0.42966 0.1940
H 1.45585 1.47469 -1.64587 0.2488
H -0.29489 -0.01326 1.73365 -0.0370
C 1.79429 0.56296 0.21924 -0.3988
O -2.58191 -0.75650 -0.02648 -0.7255
H -2.70251 -0.22663 0.75550 0.4996
C -1.50132 -1.58392 -0.08188 -0.1115
H 1.73567 -1.55975 0.64678 0.2408
H 1.28658 -1.31109 -0.93815 0.2231
H 1.72169 0.85412 1.22653 0.2200
P -0.76521 1.01267 -0.15362 1.7302
H -1.33690 -1.80798 -1.09222 0.1893
C 1.15614 -0.89058 0.08597 -0.4828
C -0.31569 -0.68176 0.34969 -0.3039
H -1.22984 0.89224 -1.43433 -0.0874
C 0.95793 1.50569 -0.58765 -0.7984


(4)
44
Properties=species:S:1:pos:R:3:nbo_charge:R:1 method="wB97M-V/def2-TZVPD" smiles="O=Cc1ccc(OC(=O)CCCCC(=O)Oc2ccc(C=O)cc2)cc1" gap_ev=8.95 homo_energy_ev=-9.13
H -0.86165 1.51191 -1.48622 0.2423
C 1.67464 -2.38925 -2.12101 -0.2079
O 0.12678 0.91353 2.80725 -0.5835
O 3.79468 -3.00453 -3.00064 -0.5098
H 2.06374 1.69845 1.62025 0.2434
C -2.07051 -0.69480 0.85591 0.8098
H 1.54966 -1.71763 1.20360 0.2393
C -1.90027 2.22572 2.85899 -0.5128
H -1.97998 1.87812 3.88968 0.2274
H -4.12510 0.47771 3.37872 0.2077
C -2.72265 -0.63425 2.21585 -0.5272
H -1.93516 -0.56933 2.96726 0.2486
C 0.16950 1.41573 -1.18476 -0.2755
O 4.70960 0.50444 -2.34232 -0.5089
C -0.65172 1.63562 2.24548 0.8049
H -1.76329 3.30936 2.86469 0.2436
H 2.17420 -2.82441 -4.18258 0.1036
C -3.16909 1.89217 2.06341 -0.3976
C 0.32287 -2.22305 -2.41314 -0.1512
O -0.53693 2.04094 0.96819 -0.5262
H 3.16968 0.37859 -3.63487 0.1036
C 0.50176 1.64249 0.14881 0.3734
H -2.95463 1.97906 0.99855 0.2324
C -3.73452 0.50179 2.35915 -0.3917
H -4.56631 0.32556 1.67474 0.2198
O -0.94048 -1.42181 0.94885 -0.5160
H 0.90158 0.88492 -3.11728 0.2185
H -3.93847 2.62647 2.30856 0.2147
H -0.02756 -2.36956 -3.42462 0.2170
H -3.22888 -1.59244 2.36555 0.2485
H -1.62449 -1.76908 -1.65283 0.2454
C 3.53901 0.57588 -2.60787 0.4231
C 1.15343 1.06142 -2.08197 -0.1512
O -2.47537 -0.17983 -0.15024 -0.5918
H 3.17003 -2.33981 -0.59806 0.2421
C 1.81490 1.51973 0.58680 -0.2803
C 2.11976 -2.20801 -0.80937 -0.1347
C 2.47612 0.93355 -1.65892 -0.1868
C -0.57871 -1.88894 -1.42171 -0.2937
H 3.82182 1.06652 -0.01116 0.2374
C 2.79241 1.16554 -0.32060 -0.1412
C 2.62819 -2.76522 -3.17194 0.4187
C 1.23085 -1.86662 0.18424 -0.2686
C -0.11947 -1.70666 -0.12241 0.3917


(5)
101
Properties=species:S:1:pos:R:3:mulliken_charge:R:1 method="wB97M-V/def2-TZVPD" smiles="C[C@H]1COC(=O)O1.C[C@H]1COC(=O)O1.C[C@H]1COC(=O)O1.C[C@H]1COC(=O)O1.C[C@H]1COC(=O)O1.COC(=O)OC.COC(=O)OC.COC(=O)OC" gap_ev=9.75 homo_energy_ev=-9.82
C -5.30976 -1.34373 2.81871 -0.3775
O 2.84796 -6.12730 3.30603 -0.3493
C 1.98167 -4.22835 0.70940 -0.7842
H -2.08166 5.74359 3.35416 0.3580
H 4.19924 3.62831 -1.31344 0.3010
H -2.15441 -2.96076 -0.92471 0.1346
H -3.64210 1.33290 -0.56262 -0.1099
C -1.92991 -5.48362 1.53198 -0.6174
C -0.47710 4.48532 2.34360 0.5345
H -6.22967 -0.87314 3.14993 0.2812
O -2.33974 1.32652 -2.05506 0.0461
O 6.74243 1.50235 -3.56102 -0.3008
C 2.87584 -6.87991 2.21757 0.6017
H -4.20275 1.66656 1.53375 -0.0153
O -1.16003 -2.09364 -2.55676 -0.3497
C 0.16344 -2.03141 -2.57214 0.5580
O 0.56838 -1.73733 -1.37630 -0.3781
H -2.33302 -1.14549 -1.42776 -0.2935
O -1.52254 3.73980 0.46484 -0.1458
C 1.61022 2.82076 -1.95937 0.1448
C -0.59748 -0.25922 0.24128 -0.3409
O 0.88521 -2.09564 -3.56836 -0.6546
H 1.79985 -3.19505 1.13825 0.1029
C -0.45227 -1.63059 -0.39461 2.3025
C -5.17224 -1.87159 0.65806 0.6080
H 8.16143 2.29855 -2.40755 0.2949
H 3.58200 4.61746 -2.67558 0.3109
O -2.25353 -2.77014 2.37301 -0.3598
H -2.44157 -6.32818 2.00681 0.3199
H 0.63357 3.07887 -2.40825 0.0959
C -1.35889 3.43710 1.84843 -0.4569
C -2.20988 1.00792 -3.28514 0.4484
O -0.19561 -3.11177 3.65730 -0.2338
C -0.90725 4.86504 0.21217 0.6303
H 2.87068 0.43306 -2.82316 0.1152
O 4.68294 0.32404 -3.71384 -0.3031
C 5.34910 1.56491 -3.72076 0.6507
H -0.57255 0.48056 -0.44649 0.3387
H 4.04622 -4.28335 1.12262 0.3436
H 0.27979 -1.23418 3.15125 0.2108
H 2.22434 -4.03830 3.33528 0.0084
C -0.79466 0.18647 -4.92061 -0.9352
C -4.87046 1.08385 2.13793 -1.3696
H -4.75938 -1.72077 3.66694 0.3023
C -0.26406 -1.80318 3.89730 -0.6520
C 2.23202 3.90493 -1.15350 0.5651
H 0.04299 -0.04375 1.09367 0.3453
H 1.43923 4.65713 -1.08432 0.0279
H -0.95438 2.42007 1.97027 0.0463
H -1.43458 4.46977 4.21339 0.3780
H 2.25452 2.57501 -2.81673 -0.0314
H 6.80625 3.23936 -2.39333 0.2547
H -1.61947 -0.52361 -5.20083 0.3502
H -3.47688 -0.46688 2.32798 -0.4374
C 1.80858 2.22360 0.22642 0.3876
H 2.79399 1.10597 -4.36519 0.3555
C 3.28314 0.30630 -3.77083 -0.3950
H -4.83326 1.59526 3.09357 0.4074
H -1.57715 -0.14566 0.80704 -0.4904
H -1.36837 -5.75458 0.54530 0.2731
H -3.82619 2.76758 -1.60532 0.4577
C -1.65276 -2.01649 -1.29312 0.1860
O 2.26652 3.44023 0.18724 -0.4212
H -0.61174 0.95210 -5.64208 0.3485
H 0.06687 -0.42340 -4.92163 0.2565
C -1.18908 -3.58732 2.84926 0.5359
O -4.62359 -0.75091 0.72393 -0.0602
H -0.38733 5.88000 3.94672 0.4027
O -0.99495 -4.90593 2.50008 -0.3059
H -2.33556 3.43442 2.15024 0.5591
O -3.35117 0.98269 -4.11607 -0.7024
H -1.27647 -1.39792 3.99519 0.2819
H 0.31710 -1.42625 4.81313 0.3199
H 7.81440 3.23567 -3.83988 0.3084
O 3.08898 -6.08172 1.09563 -0.3829
O 2.81963 -8.07045 2.16457 -0.5271
O -0.98857 0.63106 -3.63301 0.1142
C -3.63076 1.74262 -1.58995 -0.7209
H -4.44566 1.20383 -2.14423 0.4029
O 1.36598 1.82749 -0.93366 0.1651
C -1.10608 5.23591 3.47751 -1.6705
C -4.50967 -0.36989 2.07808 1.4435
C 3.14944 -4.78280 1.44835 0.2723
H 0.99122 -4.67294 0.76953 0.0843
C 2.99222 -4.70930 2.97835 -0.0981
O 4.69414 2.77990 -3.75929 -0.5614
O 1.52728 1.78740 1.31716 -0.6463
C 7.37891 2.65180 -3.08325 -0.6446
C 3.49872 4.45146 -1.53652 -1.3080
O -5.37680 -2.46202 -0.43856 -0.6579
H 3.90774 5.23456 -0.81219 0.2997
O -0.25022 5.30949 1.20705 -0.3437
H 2.22123 -4.08238 -0.33659 0.3947
H 0.52365 4.15800 2.56895 0.4144
O -5.60552 -2.33917 1.88291 -0.3431
H -2.84534 -4.95589 1.22293 0.2090
H -5.88016 1.28130 1.83694 0.4260
H 3.89296 -4.24238 3.38947 0.2871
H 2.99348 -0.70133 -4.14205 0.3001
H -0.21234 -2.41556 0.36005 -1.4653
O -1.07893 5.46630 -0.83182 -0.6631


(6)
47
Properties=species:S:1:pos:R:3:nbo_charge:R:1 method="wB97M-V/def2-TZVPD" smiles="CCOC(=O)N1CCN(CC(=O)c2c(C)[nH]c3ccccc23)CC1" gap_ev=8.82 homo_energy_ev=-8.02
H 2.27346 2.64085 -4.18921 0.2120
O 3.01368 1.11669 -1.27712 -0.5333
H 0.72170 -1.72249 -0.24552 0.2361
H -3.32798 -2.33298 -1.41689 0.4137
C -2.90867 -1.76361 0.56323 0.2851
N 2.23895 -0.40093 0.18583 -0.4443
H -0.06996 -2.01575 1.97748 0.2195
C -1.26215 1.41525 -0.13872 -0.1968
H 3.33948 -0.24743 1.92412 0.1883
C 2.05299 2.31720 -3.17569 -0.6368
H -4.59756 -2.88840 1.18143 0.2319
H -0.64510 2.92009 -1.50999 0.2108
H 3.29874 1.21699 0.92595 0.2448
C -1.86107 0.16524 -0.00687 0.0133
C -3.50986 -2.93859 1.23894 -0.6682
C 2.29623 -0.02134 -1.10858 0.9009
H 1.16472 1.69139 -3.18398 0.2310
H -1.38836 1.72140 -3.51250 0.2133
N 0.37210 0.02013 1.95062 -0.4453
N -2.92847 -1.65397 -0.78966 -0.5126
C 0.79863 -1.36202 1.89444 -0.2367
C -1.10467 1.94879 -1.39936 -0.2347
C 3.22648 1.51982 -2.62763 -0.0649
C 1.50633 0.90718 2.12092 -0.2157
C -1.94308 -0.53927 2.51629 0.5699
O 1.81593 -0.65715 -2.01857 -0.6636
H 2.12302 -2.46076 0.56373 0.1889
H 3.39090 0.62841 -3.24179 0.1988
C -0.70304 0.27049 2.88118 -0.3073
H 1.81044 0.99334 3.18066 0.1681
H -2.49452 -0.48610 -3.31904 0.2117
C -1.53033 1.27056 -2.54147 -0.2175
H 1.21216 1.90062 1.77051 0.1950
H 1.48842 -1.61524 2.71879 0.1651
H -3.18530 -3.86546 0.76579 0.2156
H -0.43668 0.02671 3.92614 0.1931
C -2.31428 -0.48902 -1.17413 0.1056
H 4.13644 2.12452 -2.59920 0.1828
C -2.23933 -0.67407 1.10169 -0.2860
H -3.23131 -2.94037 2.28873 0.2671
H -0.96184 1.33312 2.84606 0.2184
H -0.93593 1.96905 0.72443 0.2044
C 1.47012 -1.57915 0.53691 -0.2109
C -2.14674 0.04170 -2.44362 -0.2199
C 2.70104 0.38819 1.29960 -0.2260
O -2.59389 -1.08393 3.39062 -0.5689
H 1.86817 3.19034 -2.55455 0.2037


Per-record calculated total energy, hartree: -688.93730; -3445.26434; -688.66651; -1224.39556; -2939.37949; -1089.73014